{"formula": "C25H45F7NO37S9", "method": "ωB97M-V with the def2-TZVPD basis set", "e_above_lowest_ev": 0.000, "e_lumo_ev": -2.81, "homo_energy_ev": -11.94, "max_force_ha_per_bohr": 0.0262, "total_charge": 1, "species": ["F", "C", "F", "F", "C", "F", "F", "C", "F", "F", "N", "C", "C", "O", "C", "C", "H", "H", "H", "H", "H", "H", "H", "H", "H", "C", "C", "O", "S", "O", "O", "O", "H", "H", "H", "H", "C", "C", "O", "S", "O", "O", "O", "H", "H", "H", "H", "C", "C", "O", "S", "O", "O", "O", "H", "H", "H", "H", "C", "C", "O", "S", "O", "O", "O", "H", "H", "H", "H", "C", "C", "O", "S", "O", "O", "O", "H", "H", "H", "H", "C", "C", "O", "S", "O", "O", "O", "H", "H", "H", "H", "C", "C", "O", "S", "O", "O", "O", "H", "H", "H", "H", "C", "C", "O", "S", "O", "O", "O", "H", "H", "H", "H", "C", "C", "O", "S", "O", "O", "O", "H", "H", "H", "H"], "positions_angstrom": [[-2.436, -0.774, 0.285], [-2.431, 0.422, 0.884], [-2.833, 0.290, 2.143], [-1.169, 0.874, 0.872], [-3.299, 1.457, 0.103], [-3.105, 1.284, -1.207], [-2.811, 2.655, 0.421], [-4.824, 1.528, 0.402], [-5.086, 1.472, 1.717], [-5.230, 2.755, -0.022], [-5.683, 0.594, -0.380], [-7.083, 0.445, 0.192], [-7.193, -0.657, 1.253], [-6.501, -1.854, 0.977], [-5.148, -1.567, 0.663], [-5.177, -0.796, -0.633], [-5.790, 1.037, -1.292], [-7.769, 0.266, -0.624], [-7.356, 1.384, 0.657], [-6.855, -0.284, 2.220], [-8.239, -0.904, 1.369], [-4.620, -2.495, 0.519], [-4.763, -0.987, 1.500], [-4.269, -0.849, -1.217], [-5.951, -1.278, -1.238], [0.153, -2.904, 1.832], [0.815, -2.117, 0.724], [2.018, -2.843, 0.444], [1.763, -4.409, 0.675], [1.483, -5.020, -0.571], [2.782, -4.895, 1.534], [0.397, -4.280, 1.496], [0.611, -2.696, 2.798], [-0.917, -2.721, 1.892], [1.046, -1.100, 1.020], [0.202, -2.108, -0.182], [-1.204, 3.967, -2.327], [-0.066, 3.228, -1.670], [0.891, 3.037, -2.713], [0.831, 4.283, -3.727], [1.852, 5.203, -3.400], [0.669, 3.767, -5.035], [-0.575, 4.883, -3.227], [-1.831, 3.288, -2.911], [-1.821, 4.507, -1.614], [-0.370, 2.267, -1.265], [0.395, 3.827, -0.882], [-2.301, -1.454, 5.836], [-3.235, -2.426, 6.526], [-3.881, -3.121, 5.444], [-2.861, -3.272, 4.226], [-2.258, -4.549, 4.259], [-3.503, -2.798, 3.048], [-1.792, -2.192, 4.712], [-2.833, -0.579, 5.462], [-1.481, -1.133, 6.469], [-3.978, -1.929, 7.142], [-2.690, -3.155, 7.127], [-8.672, -1.667, -5.411], [-9.776, -2.511, -4.810], [-9.316, -2.779, -3.466], [-8.489, -1.544, -2.934], [-9.306, -0.714, -2.121], [-7.239, -2.014, -2.431], [-8.253, -0.812, -4.323], [-7.820, -2.275, -5.717], [-9.010, -1.064, -6.247], [-9.932, -3.444, -5.341], [-10.717, -1.963, -4.746], [2.225, 2.336, 4.846], [1.207, 3.156, 4.082], [0.493, 2.176, 3.293], [0.414, 0.800, 4.097], [-0.844, 0.710, 4.747], [0.866, -0.240, 3.244], [1.522, 1.126, 5.187], [3.081, 2.072, 4.223], [2.574, 2.827, 5.748], [1.663, 3.897, 3.435], [0.498, 3.642, 4.752], [3.886, 6.486, 4.516], [4.047, 7.481, 5.645], [2.887, 7.269, 6.467], [2.468, 5.734, 6.434], [3.004, 5.066, 7.561], [1.093, 5.642, 6.099], [3.342, 5.314, 5.151], [3.172, 6.839, 3.769], [4.828, 6.243, 4.033], [4.073, 8.509, 5.299], [4.936, 7.272, 6.242], [6.278, -5.748, 0.642], [6.102, -4.496, 1.471], [7.441, -4.119, 1.834], [8.445, -4.515, 0.656], [8.672, -3.373, -0.157], [9.518, -5.255, 1.204], [7.460, -5.494, -0.136], [6.455, -6.624, 1.268], [5.432, -5.937, -0.013], [5.504, -4.664, 2.360], [5.664, -3.687, 0.884], [1.913, 0.588, -7.239], [0.856, 1.415, -7.936], [0.156, 0.474, -8.765], [0.124, -0.954, -8.045], [-1.113, -1.105, -7.364], [0.588, -1.929, -8.958], [1.255, -0.656, -6.952], [2.764, 0.389, -7.892], [2.260, 1.046, -6.318], [1.276, 2.209, -8.545], [0.146, 1.838, -7.222], [10.338, -1.306, -2.772], [8.989, -1.520, -3.420], [8.597, -0.214, -3.866], [9.896, 0.619, -4.297], [10.059, 0.538, -5.701], [9.864, 1.866, -3.625], [10.983, -0.333, -3.609], [10.236, -0.891, -1.769], [10.928, -2.216, -2.730], [8.253, -1.920, -2.729], [9.065, -2.174, -4.291]]}



{"formula": "C25H45NO5S", "method": "ωB97M-V with the def2-TZVPD basis set", "smiles": "CCCCCCCCCC[C@]1(CCCCCCCCCCOC)OC(=O)O[C@@]1(O)N=C=S", "e_lumo_ev": 0.12, "homo_energy_ev": -9.48, "max_force_ha_per_bohr": 0.0415, "total_charge": 0, "species": ["C", "C", "C", "C", "C", "C", "C", "C", "C", "C", "C", "C", "C", "C", "C", "C", "C", "C", "C", "C", "C", "O", "C", "O", "C", "O", "O", "C", "O", "N", "C", "S", "H", "H", "H", "H", "H", "H", "H", "H", "H", "H", "H", "H", "H", "H", "H", "H", "H", "H", "H", "H", "H", "H", "H", "H", "H", "H", "H", "H", "H", "H", "H", "H", "H", "H", "H", "H", "H", "H", "H", "H", "H", "H", "H", "H", "H"], "positions_angstrom": [[1.722, 4.618, 1.836], [3.045, 4.283, 1.137], [2.874, 3.996, -0.376], [3.299, 2.575, -0.757], [4.808, 2.432, -0.931], [5.326, 1.184, -1.698], [4.305, 0.206, -2.294], [4.793, -1.246, -2.184], [4.807, -1.779, -0.740], [3.468, -2.385, -0.252], [2.526, -1.552, 0.591], [1.345, -2.503, 1.017], [0.382, -2.832, -0.114], [-0.947, -3.429, 0.433], [-2.157, -2.646, -0.067], [-3.466, -3.165, 0.539], [-4.718, -2.579, -0.142], [-5.522, -1.593, 0.738], [-5.737, -0.229, 0.071], [-6.982, -0.162, -0.810], [-7.174, 1.227, -1.410], [-7.919, 2.030, -0.508], [-8.578, 3.131, -1.101], [1.925, -0.446, -0.081], [1.312, 0.276, 0.887], [0.358, 0.939, 0.743], [1.980, 0.117, 2.048], [3.009, -0.873, 1.879], [4.166, -0.112, 1.826], [2.989, -1.742, 3.058], [3.223, -1.239, 4.139], [3.520, -0.600, 5.514], [1.888, 5.219, 2.729], [1.163, 3.722, 2.105], [1.075, 5.194, 1.173], [3.482, 3.418, 1.636], [3.705, 5.140, 1.266], [3.435, 4.737, -0.945], [1.813, 4.104, -0.603], [3.000, 1.946, 0.082], [2.732, 2.240, -1.624], [5.250, 2.422, 0.067], [5.175, 3.339, -1.415], [5.944, 1.542, -2.522], [6.027, 0.658, -1.050], [3.321, 0.242, -1.836], [4.192, 0.420, -3.358], [5.806, -1.330, -2.585], [4.171, -1.911, -2.787], [5.548, -2.580, -0.700], [5.190, -0.992, -0.097], [2.908, -2.664, -1.146], [3.682, -3.315, 0.267], [1.804, -3.438, 1.338], [0.828, -2.120, 1.895], [0.814, -3.566, -0.793], [0.121, -1.955, -0.703], [-0.947, -3.333, 1.520], [-1.043, -4.479, 0.161], [-2.203, -2.655, -1.158], [-2.052, -1.603, 0.246], [-3.478, -4.256, 0.523], [-3.453, -2.868, 1.589], [-5.363, -3.384, -0.493], [-4.400, -2.042, -1.038], [-4.986, -1.419, 1.671], [-6.479, -2.048, 0.995], [-4.860, 0.004, -0.537], [-5.799, 0.560, 0.823], [-7.855, -0.399, -0.202], [-6.898, -0.876, -1.631], [-7.677, 1.143, -2.377], [-6.193, 1.695, -1.554], [-8.369, 3.212, -2.167], [-8.268, 4.050, -0.603], [-9.658, 3.031, -0.973], [4.924, -0.711, 1.823]]}



{"formula": "C25H46BNO12S", "method": "ωB97M-V with the def2-TZVPD basis set", "smiles": "C#C[C@]1(CCC(=O)O)OS(=O)(=O)O[C@@]1(CCN)B(C)O.CC(C)=O.CC(C)=O.CC(C)=O.CC(C)=O.CC(C)=O", "e_lumo_ev": 0.03, "homo_energy_ev": -9.11, "max_force_ha_per_bohr": 0.1971, "total_charge": 0, "species": ["C", "C", "C", "C", "C", "C", "O", "O", "O", "S", "O", "O", "O", "C", "C", "C", "N", "B", "C", "O", "H", "H", "H", "H", "H", "H", "H", "H", "H", "H", "H", "H", "H", "H", "H", "H", "C", "C", "O", "C", "H", "H", "H", "H", "H", "H", "C", "C", "O", "C", "H", "H", "H", "H", "H", "H", "C", "C", "O", "C", "H", "H", "H", "H", "H", "H", "C", "C", "O", "C", "H", "H", "H", "H", "H", "H", "C", "C", "O", "C", "H", "H", "H", "H", "H", "H"], "positions_angstrom": [[4.458, -0.898, 0.894], [3.056, -0.717, 1.078], [1.407, -0.486, 1.105], [1.195, 1.084, 0.687], [1.640, 1.470, -0.842], [0.243, 1.782, -1.702], [-0.919, 1.153, -1.511], [0.337, 2.852, -2.748], [0.780, -0.505, 2.469], [-0.917, -0.808, 2.240], [-1.757, 0.490, 2.374], [-1.600, -1.856, 3.152], [-0.878, -1.107, 0.527], [0.495, -1.654, 0.340], [0.531, -3.173, 1.039], [-0.866, -4.012, 0.839], [-0.501, -5.416, 0.313], [0.956, -2.057, -1.222], [-0.055, -1.897, -2.508], [2.351, -2.548, -1.510], [5.560, -0.738, 0.467], [0.117, 1.508, 0.857], [1.907, 1.716, 1.408], [2.305, 0.661, -1.379], [2.204, 2.514, -0.798], [1.128, 2.677, -3.342], [0.789, -3.139, 2.185], [1.387, -3.840, 0.542], [-1.358, -4.148, 1.894], [-1.605, -3.566, 0.049], [-1.055, -5.555, -0.567], [-0.922, -6.075, 1.004], [-1.110, -1.475, -2.149], [-0.209, -2.914, -3.066], [0.465, -1.113, -3.242], [2.543, -2.401, -2.483], [4.296, 6.077, -1.092], [3.107, 5.458, -1.776], [3.208, 4.407, -2.406], [1.788, 6.175, -1.659], [5.179, 5.451, -1.262], [4.487, 7.071, -1.506], [4.114, 6.142, -0.017], [1.868, 7.173, -2.099], [1.495, 6.244, -0.609], [1.021, 5.613, -2.202], [0.198, 1.658, -7.181], [1.527, 1.155, -6.685], [1.608, 0.444, -5.684], [2.754, 1.554, -7.460], [-0.597, 1.291, -6.524], [0.186, 2.750, -7.168], [0.015, 1.287, -8.193], [2.856, 2.642, -7.460], [2.685, 1.179, -8.484], [3.640, 1.119, -6.987], [-1.683, -1.769, 6.096], [-1.354, -1.156, 7.431], [-0.561, -1.693, 8.203], [-2.034, 0.140, 7.786], [-1.119, -2.700, 5.976], [-2.750, -1.996, 6.044], [-1.400, -1.083, 5.293], [-3.117, -0.003, 7.809], [-1.767, 0.910, 7.058], [-1.701, 0.464, 8.777], [-4.419, -6.378, 1.098], [-4.006, -6.620, -0.330], [-3.175, -5.902, -0.884], [-4.648, -7.774, -1.052], [-3.874, -5.513, 1.491], [-5.490, -6.167, 1.144], [-4.176, -7.251, 1.708], [-5.730, -7.625, -1.101], [-4.416, -8.710, -0.537], [-4.255, -7.828, -2.072], [0.069, 5.785, 2.537], [-0.191, 4.667, 1.563], [0.602, 4.409, 0.660], [-1.461, 3.877, 1.738], [1.021, 6.267, 2.289], [-0.728, 6.530, 2.470], [0.133, 5.386, 3.552], [-2.326, 4.537, 1.635], [-1.466, 3.393, 2.718], [-1.516, 3.103, 0.965]]}



{"formula": "C25H46F2HfNO11S5", "method": "ωB97M-V with the def2-TZVPD basis set", "e_lumo_ev": -11.70, "homo_energy_ev": -14.22, "max_force_ha_per_bohr": 0.2069, "total_charge": 3, "species": ["Hf", "N", "O", "O", "O", "F", "C", "C", "C", "C", "C", "C", "H", "H", "H", "H", "H", "F", "C", "C", "C", "C", "C", "C", "H", "H", "H", "H", "H", "C", "S", "O", "C", "H", "H", "H", "H", "H", "H", "C", "S", "O", "C", "H", "H", "H", "H", "H", "H", "C", "S", "O", "C", "H", "H", "H", "H", "H", "H", "C", "S", "O", "C", "H", "H", "H", "H", "H", "H", "C", "S", "O", "C", "H", "H", "H", "H", "H", "H", "C", "O", "C", "O", "O", "C", "H", "H", "H", "H", "H", "H"], "positions_angstrom": [[3.662, 1.883, -0.250], [0.656, 0.002, -1.117], [0.353, 0.220, -2.275], [1.607, 0.670, -0.673], [0.144, -0.733, -0.328], [-0.125, -4.347, -2.889], [-1.156, -4.471, -2.066], [-1.460, -5.715, -1.576], [-2.605, -5.931, -0.767], [-3.524, -4.929, -0.518], [-3.182, -3.655, -1.013], [-1.970, -3.394, -1.720], [-0.798, -6.558, -1.709], [-2.748, -6.921, -0.360], [-4.391, -5.094, 0.104], [-3.863, -2.875, -0.707], [-1.587, -2.409, -1.940], [-4.431, 2.333, -3.415], [-4.328, 1.832, -2.213], [-5.219, 2.200, -1.280], [-5.127, 1.703, 0.010], [-4.158, 0.670, 0.236], [-3.358, 0.206, -0.716], [-3.358, 0.803, -1.996], [-6.049, 2.867, -1.464], [-5.907, 2.012, 0.690], [-4.097, 0.297, 1.248], [-2.602, -0.524, -0.464], [-2.677, 0.552, -2.795], [-1.281, 3.723, -0.823], [-0.295, 3.087, 0.622], [1.154, 3.143, 0.202], [-0.580, 4.509, 1.714], [-0.808, 4.676, -1.060], [-2.339, 3.898, -0.628], [-1.109, 2.964, -1.587], [-0.258, 4.177, 2.701], [-1.656, 4.674, 1.781], [-0.058, 5.417, 1.413], [3.298, 0.708, 4.101], [2.044, 1.664, 3.159], [2.629, 1.999, 1.754], [0.713, 0.411, 3.026], [4.298, 1.128, 3.984], [3.400, -0.376, 4.041], [2.975, 0.920, 5.120], [0.771, -0.265, 2.173], [-0.245, 0.923, 2.927], [0.661, -0.276, 3.870], [2.895, 0.515, -5.156], [4.054, 0.063, -3.812], [3.749, 0.901, -2.565], [3.138, -1.506, -3.488], [1.866, 0.627, -4.814], [2.865, -0.345, -5.824], [3.167, 1.444, -5.657], [2.405, -1.403, -2.689], [3.838, -2.258, -3.122], [2.530, -1.951, -4.276], [2.207, 5.748, -2.342], [2.424, 4.100, -3.073], [2.509, 3.121, -1.920], [0.801, 3.885, -3.780], [1.834, 6.443, -3.094], [3.163, 6.184, -2.051], [1.364, 5.656, -1.657], [0.670, 4.206, -4.813], [0.096, 4.508, -3.230], [0.601, 2.820, -3.896], [2.594, -2.538, 1.585], [4.055, -1.611, 0.837], [3.770, -0.090, 0.845], [5.216, -1.972, 2.244], [2.643, -3.580, 1.269], [1.622, -2.173, 1.253], [2.521, -2.484, 2.671], [4.855, -1.454, 3.132], [6.179, -1.619, 1.873], [5.464, -3.003, 2.495], [-1.038, -2.377, 1.819], [-2.174, -2.681, 2.606], [-2.243, -2.205, 3.847], [-1.447, -1.453, 4.398], [-3.215, -2.915, 4.396], [-3.414, -2.842, 5.879], [-1.083, -1.298, 1.672], [-1.092, -2.930, 0.881], [-0.093, -2.627, 2.302], [-3.683, -3.846, 6.205], [-4.162, -2.083, 6.110], [-2.468, -2.773, 6.415]]}